C8H12N4O2 | ωB97M-V/def2-TZVPD

As for the largest force on an atom: 6.8 eV/A. The SMILES is C/N=[N+](\[O-])C(=[NH2+])COC1=CCC[N+]#C1. The HOMO energy (alpha / beta) is -16.94 / -16.94 eV. As for the charge: +2. The frontier orbital gap (alpha / beta) is 0.263 / 0.263 Eh.

Last column: Löwdin charge in e.
Positions of all 26 atoms, in Å:
O  3.472  -1.111  0.477  0.10
O  0.244  1.633  0.238  0.04
N  1.365  -1.216  -0.166  0.10
N  2.450  -0.563  0.113  -0.24
N  -2.042  -1.196  -0.277  0.20
N  3.466  1.493  0.085  0.38
C  2.420  0.813  -0.240  -0.05
C  -3.410  -0.791  -0.198  -0.07
C  -3.380  0.664  0.514  -0.07
C  -0.862  0.914  0.185  -0.24
C  -1.097  -0.451  -0.164  0.14
C  1.570  -2.561  0.027  -0.05
C  1.190  1.407  -0.836  -0.01
C  -2.122  1.384  0.488  0.08
H  1.777  -2.681  1.054  0.11
H  0.733  -3.267  -0.143  0.13
H  -3.772  0.618  1.503  0.12
H  0.811  0.823  -1.562  0.11
H  4.214  0.975  0.500  0.16
H  3.467  2.514  -0.096  0.21
H  -2.274  2.319  0.857  0.13
H  -4.319  1.325  0.079  0.21
H  -3.902  -0.836  -1.163  0.14
H  1.319  2.356  -1.184  0.13
H  2.515  -2.924  -0.338  0.12
H  -3.834  -1.639  0.246  0.12

Forces on atoms 1 to 2 (eV/Å):
1.7 0.6 0.8
1.4 -0.4 0.0


C8H12N4O3 | ωB97M-V/def2-TZVPD

As for the largest force on an atom: 5.0 eV/A. The SMILES is NCC(=O)N[C@@H](Cc1c[nH]cn1)C(=O)O. The HOMO energy is -9.28 eV. As for the charge: 0. The frontier orbital gap is 0.354 Eh.

Last column: Löwdin charge in e.
Positions of all 27 atoms, in Å:
O  1.920  -0.532  2.160  0.05
O  1.198  3.706  -0.162  0.12
O  0.840  -2.233  1.145  0.05
N  1.393  3.743  2.472  -0.01
N  -0.945  -2.962  -0.814  0.07
N  1.228  1.445  -0.235  0.07
N  -2.819  -2.908  -1.878  0.05
C  1.428  2.453  1.816  -0.25
C  -0.135  -0.489  -1.219  -0.08
C  -2.078  -3.639  -1.002  -0.13
C  0.432  0.201  0.124  -0.13
C  -1.127  -1.671  -1.253  -0.30
C  -2.339  -1.589  -1.866  -0.05
C  1.224  -0.875  1.170  -0.30
C  1.266  2.666  0.400  -0.57
H  -0.051  -2.294  0.830  0.03
H  -3.630  -3.195  -2.409  0.15
H  2.186  4.282  1.937  0.12
H  0.631  -0.826  -1.937  0.12
H  -0.668  0.333  -1.816  0.13
H  1.826  1.483  -1.089  0.16
H  -2.591  -0.952  -2.646  0.10
H  0.575  4.179  2.033  0.06
H  -2.327  -4.586  -0.651  0.11
H  2.409  1.918  1.980  0.15
H  -0.468  0.549  0.701  0.15
H  0.623  1.793  2.209  0.13

Forces on atoms 1 to 2 (eV/Å):
-2.0 -0.6 -4.5
0.4 1.8 -1.3


C8H12N4S | ωB97M-V/def2-TZVPD

As for the largest force on an atom: 4.5 eV/A. The SMILES is CCc1nnc(NC2=NCCC2)s1. The HOMO energy is -8.65 eV. As for the charge: 0. The frontier orbital gap is 0.335 Eh.

Last column: Löwdin charge in e.
Positions of all 25 atoms, in Å:
S  -0.856  -0.648  0.453  1.05
N  1.972  0.023  0.471  0.07
N  3.081  1.244  -1.152  0.09
N  0.631  -0.159  2.419  -0.04
N  -0.488  -0.639  2.993  -0.01
C  0.978  0.103  -1.826  -0.14
C  -1.402  -0.904  2.110  -0.58
C  2.987  1.353  -2.632  -0.27
C  -2.869  -1.357  2.468  -0.22
C  -4.003  -0.337  2.130  -0.09
C  0.741  -0.236  1.097  -0.57
C  1.805  0.575  -3.082  -0.19
C  2.001  0.617  -0.846  -0.36
H  3.002  2.483  -2.687  0.11
H  0.744  -0.890  -1.655  0.06
H  1.323  1.410  -3.775  0.14
H  3.931  1.078  -3.253  0.13
H  -3.088  -2.259  1.897  0.10
H  -3.745  0.606  2.468  0.04
H  -3.905  -0.242  1.003  0.08
H  2.052  -0.302  -3.815  0.13
H  -0.053  0.526  -1.832  0.10
H  -2.702  -1.371  3.559  0.11
H  -4.969  -0.799  2.333  0.07
H  2.831  0.125  1.155  0.20

Forces on atoms 1 to 2 (eV/Å):
0.5 -0.3 0.3
-0.2 0.7 0.8